{"formula": "C12H25N3O3", "method": "the ωB97M-V functional and the def2-TZVPD basis", "symbols": ["C", "C", "C", "C", "C", "C", "C", "C", "C", "C", "C", "C", "H", "H", "H", "H", "H", "H", "H", "H", "H", "H", "H", "H", "H", "H", "H", "H", "H", "H", "H", "H", "H", "H", "H", "H", "H", "N", "N", "N", "O", "O", "O"], "coordinates": [[-0.877, 0.288, 0.307], [0.177, -0.074, 1.395], [-2.244, -0.361, 0.701], [-3.395, 0.164, -0.055], [-4.640, -0.655, 0.183], [-5.995, 0.000, -0.056], [2.186, -0.460, -0.142], [2.541, -1.859, -0.595], [3.534, 0.261, 0.233], [3.453, 1.764, -0.180], [2.533, 2.682, 0.690], [3.142, 2.146, -1.626], [-0.558, -1.003, -1.412], [-0.808, 0.541, -1.824], [-1.126, 1.317, 0.263], [-2.311, -0.280, 1.866], [-1.977, -1.420, 0.472], [-3.620, 1.326, 0.070], [-3.120, -0.108, -0.998], [-4.621, -1.031, 1.162], [-4.578, -1.380, -0.578], [-6.257, 0.849, 0.685], [-6.819, -0.772, 0.105], [-6.235, 0.031, -2.054], [-6.820, 1.198, -1.220], [1.955, -1.248, 1.594], [1.552, -0.038, -1.003], [4.249, -0.306, -0.422], [3.838, 0.079, 1.302], [4.428, 2.204, -0.071], [2.815, 3.628, 0.290], [2.643, 2.682, 1.785], [1.460, 2.530, 0.430], [2.101, 1.975, -1.984], [3.897, 1.434, -2.369], [3.377, 3.173, -1.939], [3.732, -3.282, -0.125], [-0.483, -0.019, -1.039], [-5.935, 0.683, -1.228], [1.521, -0.441, 1.090], [-0.167, 0.099, 2.515], [2.438, -2.206, -1.720], [3.303, -2.523, 0.340]], "forces_ev_per_angstrom": [[-0.72, -1.00, -0.55], [1.16, 0.55, -2.26], [2.47, -0.67, 3.32], [-1.41, 2.52, 1.78], [-0.88, 1.18, 0.25], [-0.17, -0.66, 4.88], [0.36, 0.89, -1.24], [1.51, 1.16, 0.87], [0.23, -0.22, -2.65], [-0.32, 0.61, 1.09], [-0.48, -1.03, -0.46], [1.49, -2.95, -3.11], [0.03, 1.24, 1.24], [-0.19, 0.31, 0.82], [0.52, 1.45, 0.61], [-0.16, -0.13, -2.12], [-1.08, 0.20, 0.20], [0.84, -2.35, -0.30], [0.51, 0.58, -3.23], [0.00, -1.10, 1.27], [-0.12, -1.78, -0.45], [0.78, -1.57, -0.24], [0.81, 0.68, -0.41], [1.40, 1.10, 1.55], [0.48, 0.77, -0.37], [-1.15, 1.49, 0.73], [1.42, -0.23, 1.61], [0.23, 1.10, 0.57], [-0.58, 0.33, -1.13], [0.80, -0.13, 0.50], [-0.18, 1.19, 0.20], [0.17, -0.29, -0.43], [0.61, -0.01, 0.29], [0.60, -0.18, 0.45], [-2.21, 1.91, 1.87], [0.14, -0.19, 0.68], [-0.56, 0.60, 0.47], [0.29, -1.79, -2.41], [-3.06, 0.40, -6.08], [-2.60, -1.75, 1.88], [-0.27, -0.33, 2.37], [-0.39, -1.17, -1.33], [-0.27, -0.72, -0.71]], "mulliken_charge": [0.0937, -0.2393, -0.6666, -0.3330, -0.7570, -0.6727, 0.9869, -0.0984, -0.9341, 0.5109, -1.3490, -1.3421, 0.2082, 0.2703, 0.4217, 0.3907, 0.2859, 0.2311, 0.1629, 0.3510, 0.3018, 0.3268, 0.3405, 0.2316, 0.2859, 0.3119, 0.1748, 0.3991, 0.2386, 0.3343, 0.5360, 0.2883, 0.1780, 0.2118, 0.2230, 0.4729, 0.3661, -0.4708, -0.5292, -0.1268, -0.5971, -0.5339, -0.4846], "smiles": "CC(C)C[C@H](NC(=O)[C@@H](N)CCCCN)C(=O)O", "de_lowest_kcal_mol": 95.95, "homo_ev": -8.75, "mol_weight_da": 259.35, "homo_lumo_gap_ev": 9.33}


{"formula": "C12H25N4O2", "method": "the ωB97M-V functional and the def2-TZVPD basis", "symbols": ["C", "O", "C", "C", "C", "C", "C", "N", "C", "N", "C", "N", "N", "H", "H", "H", "H", "H", "H", "H", "H", "H", "H", "H", "H", "H", "H", "H", "H", "H", "C", "C", "C", "O", "C", "H", "H", "H", "H", "H", "H", "H", "H"], "coordinates": [[-1.313, 0.758, -0.304], [-0.358, -0.303, -0.233], [0.766, -0.019, -1.074], [1.975, -0.847, -0.542], [2.713, -0.059, 0.593], [2.454, -0.642, 2.030], [1.419, 0.158, 2.873], [2.013, 1.079, 3.861], [2.255, 2.350, 3.629], [2.767, 3.298, 4.482], [2.815, 4.431, 3.814], [2.364, 4.273, 2.555], [2.023, 2.972, 2.462], [-1.269, 1.352, -1.235], [-2.313, 0.280, -0.269], [-1.255, 1.446, 0.568], [0.989, 1.068, -1.014], [0.548, -0.276, -2.132], [1.663, -1.860, -0.245], [2.667, -0.918, -1.406], [2.371, 0.993, 0.542], [3.801, -0.043, 0.389], [2.009, -1.645, 1.873], [3.407, -0.808, 2.561], [0.843, -0.583, 3.456], [0.735, 0.743, 2.227], [2.219, 0.773, 4.807], [3.167, 5.420, 4.112], [2.274, 4.914, 1.777], [1.663, 2.663, 1.567], [-4.500, -2.657, -3.442], [-3.782, -2.118, -2.215], [-2.330, -2.430, -2.542], [-2.207, -2.374, -3.966], [-3.515, -2.326, -4.551], [-5.484, -2.219, -3.603], [-4.618, -3.740, -3.357], [-3.926, -1.036, -2.145], [-4.113, -2.567, -1.278], [-2.059, -3.441, -2.219], [-1.634, -1.723, -2.085], [-3.676, -1.313, -4.935], [-3.569, -3.026, -5.385]], "forces_ev_per_angstrom": [[-1.06, -0.49, 0.20], [0.17, 1.17, -0.42], [0.35, -0.93, 0.44], [0.19, 1.52, -0.82], [0.06, -0.61, 0.35], [-0.34, -0.04, -0.79], [0.39, -0.70, 0.22], [0.07, 0.05, 0.30], [0.41, 1.63, -0.04], [-0.03, -0.30, 0.25], [-0.16, -0.12, -0.74], [0.41, 0.48, 1.03], [-0.73, -0.59, -1.72], [0.19, -0.36, 0.32], [0.46, 0.37, 0.02], [0.22, -0.30, -0.37], [0.07, -0.47, -0.18], [-0.07, 0.12, 0.51], [0.08, 0.44, -0.11], [-0.29, -0.24, 0.51], [0.24, -0.37, 0.03], [-0.56, -0.03, 0.13], [0.29, 0.48, 0.22], [-0.52, 0.27, 0.03], [0.01, 0.64, -0.29], [0.16, -0.49, 0.31], [-0.06, -0.05, -0.29], [-0.07, -0.56, 0.35], [0.03, -0.10, 0.17], [0.05, -0.43, 0.36], [-0.08, -0.23, -0.02], [-0.02, 0.23, 0.10], [0.15, -0.21, -0.06], [-0.17, 0.04, 0.14], [0.06, 0.19, -0.11], [0.04, 0.00, -0.01], [-0.02, 0.03, -0.01], [-0.01, -0.02, 0.01], [0.02, -0.01, -0.03], [-0.01, 0.03, 0.11], [0.04, -0.02, -0.06], [-0.08, -0.03, -0.04], [0.10, 0.01, 0.01]], "mulliken_charge": [-0.7689, -0.3597, -0.4255, -1.0182, -0.3603, -0.6500, -0.6789, -0.0332, 0.3492, -0.5830, 0.0436, -0.4015, 0.3528, 0.3888, 0.2097, 0.2634, 0.4665, 0.3629, 0.4050, 0.3620, -0.0188, 0.4865, 0.4417, 0.3412, 0.3320, 0.2738, 0.2562, 0.4056, 0.2211, 0.3001, -0.5801, -0.5817, 0.4467, -0.4074, -0.4237, 0.3410, 0.2778, 0.2657, 0.3820, 0.2572, -0.4921, 0.2719, 0.2783], "homo_ev": -11.06, "charge": 1, "mol_weight_da": 257.36, "homo_lumo_gap_ev": 8.09}